The following is a quantum chemistry calculation of C34H33BrCrN7O3S as an isolated structure, from the OMol25 dataset.

## Properties
* 2S+1: 5
* calculated total energy: -161668.3970 eV
* expectation value of S²: 6.0198
* molar mass: 751.65 g/mol
* charge: -1

Geometry as XYZ:
```
80
Properties=species:S:1:pos:R:3:forces:R:3
Cr -0.885385 1.128721 -0.310214 -0.0306 -0.2187 0.1206
C 1.738457 0.298655 1.267397 -0.0637 0.0762 0.0252
N 0.440992 0.976223 1.311030 0.1805 -0.0691 0.1167
C 0.072843 1.660374 2.334305 -0.1963 0.1520 0.1628
C -1.196761 2.326049 2.305707 0.2524 -0.1226 -0.1253
C -1.848865 3.146306 3.225385 -0.0749 0.0544 0.0374
C -3.061511 3.506628 2.621326 0.0422 -0.0635 -0.0397
C -3.071298 2.885100 1.364342 -0.0224 -0.0144 0.1082
N -1.953332 2.169585 1.172768 -0.0712 0.0899 0.0062
C 2.472414 0.167317 2.577452 0.0281 -0.0373 0.0000
C 3.632650 0.892305 2.819053 -0.0017 0.0560 0.0400
C 4.326739 0.753305 4.016316 -0.0361 -0.0066 -0.0181
C 3.859412 -0.112760 4.992640 -0.0248 -0.0069 -0.0219
C 2.697392 -0.842263 4.764258 0.0214 0.0294 -0.0023
C 2.016359 -0.703969 3.565698 0.0100 -0.0194 -0.0076
H 2.354102 0.831123 0.540860 0.0298 -0.0179 -0.0268
H 1.573390 -0.691509 0.837354 -0.0532 -0.0058 -0.0159
H 0.701099 1.740772 3.222205 -0.0262 0.0068 0.0179
H -1.482258 3.441581 4.197410 -0.0089 -0.0146 -0.0019
H -3.836422 4.134842 3.032901 0.0036 -0.0005 -0.0070
H -3.840967 2.925996 0.605364 0.0029 0.0038 -0.0031
H 3.994604 1.575228 2.058571 0.0067 -0.0137 0.0044
H 5.232657 1.322696 4.183687 -0.0073 0.0019 -0.0004
H 4.397157 -0.223406 5.925955 -0.0056 0.0017 -0.0021
H 2.324531 -1.521859 5.520578 0.0069 -0.0007 -0.0061
H 1.116315 -1.281642 3.385995 0.0008 -0.0034 -0.0050
Br -0.628430 4.471930 -1.186814 0.0468 -0.0171 0.0772
C -1.881443 3.451750 -2.166452 -0.1002 0.1106 -0.2049
C -2.618708 4.079922 -3.159020 0.1164 -0.0041 0.0972
C -3.506173 3.303539 -3.882808 -0.0796 -0.0287 -0.0797
C -3.626372 1.955855 -3.591326 0.0238 0.0086 0.0012
C -2.852617 1.424452 -2.574084 -0.0787 -0.2064 -0.0613
N -1.990880 2.170356 -1.874867 -0.0839 0.1538 -0.0151
C -2.950180 -0.068543 -2.195327 -0.0604 0.2535 -0.1534
O -3.736749 -0.740757 -2.862939 0.0323 -0.0693 0.0833
O -2.214443 -0.402743 -1.231370 -0.0533 -0.0082 0.0960
H -2.482966 5.133606 -3.350155 -0.0072 0.0008 -0.0018
H -4.095051 3.753235 -4.673545 0.0029 -0.0043 0.0192
H -4.291526 1.287907 -4.118824 -0.0074 0.0122 0.0106
C -1.636879 -2.176897 1.372419 -0.0149 0.0051 0.0094
N -2.253103 -0.904020 1.738513 -0.0088 -0.0667 0.0465
C -2.140414 -0.716511 3.180419 -0.0228 -0.0162 -0.0054
N -2.765491 -1.813452 3.940629 -0.0012 0.0027 -0.0551
C -2.133790 -3.068040 3.517648 -0.0060 0.0487 -0.0270
N -2.253805 -3.312848 2.079260 -0.0301 0.0245 0.0173
C -3.684018 -3.322370 1.744239 0.0150 0.0348 0.0383
N -4.356723 -2.071281 2.109038 0.0601 -0.0018 0.0069
C -3.676549 -0.973307 1.396439 0.0049 -0.0188 0.0256
C -4.178790 -1.867546 3.546298 0.0337 0.0157 -0.0235
H -0.572321 -2.143278 1.625285 -0.0030 -0.0053 0.0058
H -1.742225 -2.310068 0.295886 0.0097 -0.0073 -0.0164
H -2.617629 0.226957 3.452723 -0.0023 0.0089 0.0046
H -1.084509 -0.658309 3.454619 0.0203 -0.0063 0.0088
H -2.598793 -3.896206 4.059307 -0.0062 -0.0089 0.0026
H -1.072855 -3.031121 3.780314 0.0035 -0.0057 0.0054
H -4.161040 -4.146269 2.282189 -0.0132 -0.0210 -0.0157
H -3.795622 -3.484852 0.671382 0.0110 0.0157 -0.0132
H -4.146005 -0.023688 1.663120 -0.0044 0.0002 0.0107
H -3.765871 -1.131204 0.323895 -0.0064 0.0092 -0.0277
H -4.663020 -2.686639 4.085192 -0.0065 -0.0100 0.0043
H -4.655498 -0.927200 3.831095 -0.0056 0.0060 0.0068
C 5.074132 -3.015660 -6.339408 -0.0552 0.1204 0.0856
C 6.288294 -2.242650 -5.894733 -0.1339 0.0505 -0.0080
O 7.260868 -2.745653 -5.415059 0.1643 -0.0030 -0.1350
S 6.196382 -0.421654 -6.153034 0.1224 -0.1701 0.2258
C 4.841278 -0.132076 -5.034156 -0.1601 0.0259 -0.1269
C 4.971031 -0.408742 -3.675370 -0.0156 0.0113 -0.0173
C 3.902709 -0.203256 -2.819204 0.0399 -0.0280 0.0137
C 2.681629 0.303875 -3.284703 -0.0585 0.0167 0.0639
C 2.574201 0.587845 -4.651203 0.0069 0.0108 -0.0828
C 3.634210 0.366901 -5.514843 -0.0276 0.0154 0.0393
C 1.586107 0.530184 -2.394987 0.0669 -0.0106 -0.0446
C 0.649455 0.723690 -1.633121 0.2855 -0.0799 -0.2482
H 5.215372 -4.076140 -6.145570 0.0235 0.0049 0.0256
H 4.905859 -2.836111 -7.401389 0.0027 -0.0100 0.0033
H 4.198067 -2.646469 -5.803892 -0.0084 -0.0260 -0.0359
H 5.910524 -0.791315 -3.294850 -0.0044 0.0075 0.0027
H 4.000932 -0.433113 -1.766009 0.0105 0.0085 -0.0009
H 1.636117 0.974231 -5.027353 0.0062 0.0088 -0.0005
H 3.529026 0.578340 -6.571866 -0.0057 -0.0148 0.0067
```
Forces are in eV/Å.

The following is a quantum chemistry calculation of C42H44BClInN4O2PS4 as an isolated structure in a non-equilibrium geometry, from the OMol25 dataset.

## Properties
* molar mass: 957.16 g/mol
* charge: -2
* ΔE to the lowest compared entry with this formula, charge and spin: 6.6476 eV

Geometry as XYZ:
```
100
Properties=species:S:1:pos:R:3:forces:R:3
In 13.605296 14.132588 15.127802 1.2551 -0.0289 -0.4240
B 16.305938 14.542432 17.694689 1.0107 0.9743 -0.2881
N 16.240385 13.303475 16.831886 -0.7207 -2.0232 -2.6017
C 17.075539 12.220819 16.903127 -1.2487 0.8835 -0.7983
C 16.781069 11.333709 15.892465 -1.3442 0.0597 -0.8988
C 15.666499 11.914841 15.171191 1.5551 -0.3123 1.4432
N 15.343502 13.073962 15.746861 2.6303 -0.4720 1.6727
N 15.330279 15.761084 17.264380 -1.5260 -0.5790 -0.3476
C 15.435100 16.893902 17.954598 -2.5851 0.0240 -2.0253
C 14.352396 17.707509 17.593424 0.5936 -0.2414 -1.2052
C 13.688326 17.089722 16.522490 0.3656 -1.6278 2.0642
N 14.158350 15.805400 16.450448 2.3592 1.6675 0.9999
H 17.481348 15.067958 17.633797 -1.1955 -0.4972 0.1309
H 16.053969 14.133360 18.780825 -0.2552 0.4135 0.7871
H 17.822035 12.146225 17.669404 0.1441 0.1512 0.1544
H 17.206498 10.346050 15.723355 -0.0876 0.4342 -0.0369
H 15.120979 11.547042 14.296705 0.2527 0.1345 0.5289
H 16.268666 17.121058 18.529934 1.1669 0.0540 1.1385
H 14.134595 18.665317 17.949555 -0.0642 1.3139 0.4292
H 12.825710 17.471299 15.963596 0.5044 -0.5993 0.1452
O 12.701686 15.274100 13.645211 -0.5223 1.6912 -1.1984
S 12.282808 14.974761 12.153865 -1.2180 -1.4107 0.4108
C 10.373870 15.145069 12.318469 1.9168 0.0688 -1.2948
C 9.687219 13.923270 12.863848 -1.4627 -1.0900 0.4083
C 8.940229 14.055308 14.225113 0.2883 0.1499 0.1924
C 9.755548 14.606390 15.404320 -0.0678 0.7398 -0.4960
S 10.818446 13.537945 16.427287 0.9174 -0.1891 -1.0418
O 11.899237 13.013911 15.366194 -1.4975 -0.7730 0.6338
C 9.955449 12.022858 16.579327 -1.9788 0.3086 0.5321
C 8.965894 12.100282 17.565416 0.0036 -0.1787 0.4964
C 8.162667 11.042728 17.921208 1.1251 -1.4682 -2.2563
C 8.331194 9.828391 17.179348 -1.0339 0.1855 0.7744
C 9.220276 9.778363 16.144901 1.0202 -0.3183 -0.8390
C 10.011644 10.892731 15.808906 0.3129 -0.8794 0.2107
C 12.860944 16.280255 11.092968 -1.8328 -0.4136 0.9598
C 11.994306 17.068819 10.363397 1.2228 3.0901 -0.9998
C 12.472877 18.383534 9.982808 -0.7612 -1.5012 -0.0712
C 13.794407 18.772797 10.231597 -0.6384 1.9482 -0.8554
C 14.642388 17.896207 10.842343 -0.0016 -1.7242 -0.0281
C 14.152584 16.646156 11.288872 1.5288 2.6330 -0.7944
H 10.086270 15.280251 11.279307 -0.3180 0.2728 0.0629
H 10.180224 16.024328 12.899946 0.0563 0.6867 0.2357
H 10.301662 13.041832 12.989844 0.5810 -0.1183 -0.4763
H 8.886487 13.707298 12.112066 0.6171 -0.3184 0.6231
H 8.412469 13.113142 14.515362 0.3905 0.6651 -0.4669
H 8.210151 14.848426 14.094963 -0.5927 -0.0565 -0.1034
H 9.072124 15.150380 16.094624 0.4301 -0.3967 -0.2025
H 10.452872 15.351675 14.956127 -0.2708 -0.4257 0.6875
H 8.878046 13.043543 18.066976 -0.1490 0.3469 0.4465
H 7.422933 11.135514 18.650446 -0.9802 0.0993 1.1427
H 7.739441 8.907444 17.340169 0.2542 0.8050 0.3649
H 9.408662 8.824646 15.599994 -0.3398 0.9201 0.4009
H 10.735540 10.778837 15.038929 0.5557 0.1714 -0.5319
H 11.039534 16.711350 10.045166 -0.5606 0.1256 0.0710
H 11.821075 19.078109 9.439829 0.1098 -0.4121 0.2046
H 14.158676 19.808229 9.908201 -0.6285 -1.6203 0.4681
H 15.701877 18.096398 10.899818 0.0459 0.0500 0.3566
H 14.867205 16.108068 11.816206 0.8729 -1.5427 1.0688
C 14.113670 8.653353 12.822376 0.2656 0.2215 -1.7332
H 15.142460 9.077559 12.886383 -1.1900 0.0696 -0.1046
H 13.345516 8.999492 12.112712 0.8850 0.5561 0.2401
S 20.541554 13.843225 11.767711 -0.8863 0.8200 -0.5680
P 18.614085 13.493987 11.174272 0.7057 0.3574 2.9632
S 17.132815 14.011647 12.479707 0.5783 -0.1930 -0.7894
C 18.185652 14.156822 9.587392 0.4850 -0.3080 -2.2974
C 16.852349 14.373626 9.176687 0.7164 -0.0674 0.3334
C 16.616592 14.948723 7.947553 -0.4472 0.6784 -1.0981
C 17.647319 15.207356 7.034164 -0.4545 0.9015 -0.7556
C 18.954134 14.919986 7.412202 -0.2269 0.2923 -0.8232
C 19.238843 14.329100 8.638763 -1.9756 1.1051 0.0915
C 18.628805 11.710265 10.930341 -1.1072 -0.1711 -0.1294
C 19.821372 11.030135 10.874450 1.0230 -1.3440 1.0272
C 19.758364 9.615922 10.882724 0.3985 -0.2276 -1.7238
C 18.536992 8.968186 10.781411 1.0844 -2.2134 -0.5293
C 17.372945 9.658172 10.915655 -2.1015 0.9381 0.1624
C 17.392412 11.034894 10.941189 0.5639 1.0060 -0.1829
H 15.985058 14.098121 9.781704 0.5835 0.3460 0.2887
H 15.605378 15.319596 7.740459 0.2485 -0.5130 -0.1768
H 17.462802 15.713706 6.006931 0.1522 -0.8779 1.9834
H 19.707516 15.288484 6.704099 0.1622 -0.6670 0.4567
H 20.249764 14.144228 8.874883 0.8840 -0.2619 0.6696
H 20.775783 11.594641 11.008319 -0.9766 -0.6467 -0.3844
H 20.602409 8.924077 10.678528 -0.0802 1.0331 0.4875
H 18.544147 7.873599 10.458561 -0.1808 1.4259 1.0917
H 16.384519 9.228123 11.056750 0.2877 -0.5717 -0.4823
H 16.483347 11.665482 10.929856 0.4666 -0.6945 0.3853
Cl 15.553084 5.142565 11.957587 0.7647 -0.6537 -0.2468
C 15.312390 6.410999 13.116112 2.1753 -0.1387 2.6156
C 15.987314 6.578003 14.365160 -1.5561 -0.9174 -2.4102
C 15.493132 7.362968 15.403178 0.1786 0.8900 0.3385
C 14.308257 8.180915 15.302790 1.0416 -0.5242 0.1294
C 13.939763 9.112364 16.230276 -0.7001 -0.5201 -0.7933
C 13.563738 8.013677 14.011737 -1.3164 -1.2129 0.8830
C 14.122079 7.128576 12.865759 -2.2779 1.1530 0.1407
H 16.886021 6.023740 14.570259 0.2939 -0.2830 -0.1672
H 16.113300 7.414463 16.307372 -0.3451 0.1553 -0.2484
H 14.613190 9.440549 16.998026 0.0460 -0.1539 0.4741
H 12.946594 9.539497 16.160073 0.0875 0.4327 -0.0060
H 12.456277 7.913470 14.055734 0.7453 0.5892 0.2975
H 13.332360 6.650481 12.233899 0.7937 0.3400 0.6268
```
Forces are in eV/Å.

The following is a quantum chemistry calculation of C4H7N2 as an isolated structure in a non-equilibrium geometry, from the OMol25 dataset.

## Properties
* molar mass: 83.11 g/mol
* charge: +1
* ΔE to the lowest compared entry with this formula, charge and spin: 4.1214 eV

Geometry as XYZ:
```
13
Properties=species:S:1:pos:R:3:forces:R:3
C -0.091660 0.403105 -0.732427 -0.0102 0.2320 3.8839
C 0.395634 -0.485337 2.370964 1.1182 0.8891 -3.6217
C -0.091656 -0.918795 -0.018699 2.1526 -1.6744 -0.2091
C -0.380152 1.027103 -1.980067 -0.5891 0.3354 -0.5742
N 0.207103 1.048725 0.414591 0.1369 1.0325 -2.0131
N 0.300939 -0.115922 1.119466 -0.4620 -0.8347 2.9522
H 0.803749 0.115532 3.144844 -0.3058 0.8272 0.5669
H 0.400905 -1.539601 2.397869 -0.3169 -1.1322 0.7746
H -0.917560 -1.469266 0.302888 -2.1600 -0.5789 -0.4821
H 0.677583 -1.692069 -0.205157 -0.1212 0.5644 -0.5457
H -1.294911 0.645451 -2.461917 0.4554 0.0329 0.1451
H 0.476276 0.907227 -2.628551 0.1833 -0.0635 -0.5062
H -0.486250 2.073847 -1.723804 -0.0810 0.3703 -0.3707
```
Forces are in eV/Å.

The following is a quantum chemistry calculation of a 8-piece molecular cluster, C5H23NO7 overall in a non-equilibrium geometry, from the OMol25 dataset.

## Properties
* 2S+1: 2
* expectation value of S²: 0.7608
* molar mass: 209.24 g/mol
* charge: -1
* ΔE to the lowest compared entry with this formula, charge and spin: 0.0000 eV

Geometry as XYZ:
```
36
Properties=species:S:1:pos:R:3:forces:R:3
C 1.432822 -1.223202 -3.344083 0.1244 -0.0633 0.9606
C 0.637537 -0.738939 -2.140117 -0.4849 0.8795 -0.0072
C 1.360400 0.273169 -1.245620 -0.8430 0.1678 -1.0433
C 1.257398 0.089995 0.082887 0.6806 -0.0861 2.5904
N 1.371222 0.976861 1.132329 -0.5726 0.4975 -3.1092
C 2.018750 0.811021 2.255843 0.5788 0.2166 2.6827
H 2.367820 -1.469557 -2.815821 0.2967 -0.1738 -1.1956
H 1.515557 -0.436385 -4.113941 0.3256 -0.4313 0.3189
H 0.936412 -2.114553 -3.741858 0.3255 0.0683 -0.2645
H 0.328567 -1.619826 -1.533810 0.1371 0.6429 -0.3317
H -0.260072 -0.231033 -2.539531 -0.0394 -0.4360 0.2992
H 1.639925 1.255286 -1.663302 -0.1782 -0.4731 0.1432
H 1.105049 -0.954068 0.399261 -0.4037 0.2427 -0.2637
H 1.880409 1.587399 3.018729 -0.1654 0.0961 -0.2779
H 2.724019 0.069042 2.661907 -0.3812 -0.3412 -1.1204
H -1.979403 0.141788 -1.105639 0.3837 0.7394 0.0255
H -1.306476 1.531742 -1.203275 0.2730 -0.3130 -0.0602
O -2.075846 1.030190 -1.500609 -0.5573 -0.2162 -0.2310
H 1.916872 -2.027175 1.233202 0.4451 -0.0858 0.1648
H 3.204267 -2.826945 0.998706 -0.1758 0.2363 0.0906
O 2.840404 -2.106461 1.532721 0.1327 -0.6941 -0.0240
H -0.483201 -3.756436 0.942450 -0.2499 0.5869 0.0461
H -0.772827 -2.220014 0.558439 -0.3489 -0.3695 0.1637
O -0.224350 -3.005855 0.394759 0.5736 -0.4509 -0.2357
H -1.907068 -0.515078 1.556712 -0.3713 -0.0451 -0.8944
H -2.992989 -0.868070 0.481010 0.0374 -0.1150 0.1869
O -2.042417 -0.863589 0.627120 0.2189 -0.2535 0.4795
H -3.215078 0.637690 2.838357 0.2681 0.3673 -0.0695
H -1.796255 1.223699 2.511923 -0.2788 0.2065 -0.1408
O -2.268782 0.467081 2.891081 0.1606 -0.4107 0.6188
H -3.236163 1.900842 0.563554 -0.0522 -0.4065 0.7397
H -2.271650 2.736381 0.032876 1.0409 0.4729 0.6318
O -2.502673 2.422202 0.926581 -0.9802 0.2242 -1.1142
H 0.377870 3.972779 0.017323 -0.2972 0.3587 -0.2607
H 0.407833 2.535469 -0.122160 -0.0784 -0.2720 -0.2786
O 0.012118 3.314550 -0.588006 0.4561 -0.3665 0.7801
```
Forces are in eV/Å.